1.
ORCA calculation (the ωB97M-V functional and the def2-TZVPD basis) on 9 unconnected molecules or ions with the total composition C5H25N8O11 in a non-equilibrium geometry.

ORCA input file:
```
! wB97M-V def2-TZVPD RIJCOSX def2/J DEFGRID3
* xyz -1 1
O -0.61747 -0.45158 -1.77624
C 0.47573 0.09006 -1.16125
O 1.47989 0.36111 -1.85393
O 0.49215 0.31947 0.07962
H -1.20318 -0.62122 -1.00995
C -3.68110 -0.82488 0.43754
O -2.63646 -1.24293 -0.06796
N -4.87127 -1.09181 -0.18559
N -3.70704 -0.04828 1.54020
H -5.78449 -1.06379 0.22826
H -4.70687 -1.73906 -0.93976
H -2.83497 0.44782 1.63260
H -4.59593 0.32394 1.81833
C 3.59848 3.04930 -3.19604
O 4.17714 3.83515 -3.94017
N 3.10386 3.41691 -1.96172
N 3.41240 1.71001 -3.37437
H 2.40963 2.83686 -1.52475
H 3.28248 4.34994 -1.64067
H 3.70753 1.21811 -4.19663
H 2.68686 1.28378 -2.81327
C -0.24764 -3.70704 2.29393
O -1.03125 -4.63546 2.43297
N 0.22713 -3.21595 1.12067
N 0.45704 -3.16798 3.34796
H -0.12296 -3.58581 0.24891
H 0.67191 -2.31577 1.07519
H 0.09246 -3.33433 4.27163
H 1.19474 -2.49111 3.32468
C -1.92961 2.30336 2.62210
O -2.90254 3.03950 2.84164
N -1.50933 1.39487 3.52657
N -1.25629 2.30528 1.44916
H -0.64355 0.90210 3.40262
H -1.93339 1.49289 4.43221
H -1.58176 2.93155 0.73771
H -0.60404 1.54797 1.28918
O 3.92426 -0.15559 0.04019
H 4.00973 0.68042 0.51134
H 3.04027 -0.12186 -0.35105
O -0.97631 -3.98953 -1.63398
H -1.76960 -4.41052 -1.97602
H -1.20678 -3.05056 -1.57326
O 2.22820 1.96767 1.49904
H 1.67599 1.50090 0.83834
H 1.86624 1.69764 2.34597
O 1.19532 0.28999 -5.01933
H 1.20986 0.46677 -4.06606
H 1.73450 -0.49830 -5.12657
*
```

## Properties
- LUMO energy: 2.25 eV
- E_HOMO: -6.52 eV
- Kohn-Sham gap: 8.775 eV

***

2.
ORCA calculation (the ωB97M-V functional and the def2-TZVPD basis) on a gas-phase ion, C7H8O3P (charge -1) in a non-equilibrium geometry.

ORCA input file:
```
! wB97M-V def2-TZVPD RIJCOSX def2/J DEFGRID3
* xyz -1 1
C -0.16697 -1.08127 0.23604
C -1.05847 -0.03659 0.50435
C 1.22962 -1.00118 0.07953
C 1.92100 0.14667 0.21150
C 2.51997 1.30516 0.59000
C 1.93551 -2.15057 -0.56642
C -3.12668 1.65159 -0.37188
O 2.59786 2.29540 1.25023
O 3.28761 0.53464 -0.28022
O -2.27788 2.33832 0.65427
P -0.71390 1.64668 0.62527
H -0.61432 -2.11107 0.37884
H -1.95744 -0.54556 0.83384
H 2.84990 -2.60814 -0.00112
H 2.25350 -1.83791 -1.52689
H 1.17987 -2.99242 -0.72104
H -3.77191 2.38721 -0.77825
H -3.61288 0.74757 0.07437
H -2.47436 1.31148 -1.19241
*
```

## Properties
- Relative energy (zero: lowest compared OMol25 entry of this formula, charge and spin): 344.7 kJ/mol
- LUMO energy (spin up / spin down): 3.72 / 3.72 eV
- E_HOMO (spin up / spin down): -2.32 / -2.32 eV
- SMILES: CO/P=C/C=C(/C)C1=C([O-])O1
- Kohn-Sham gap (spin up / spin down): 6.030 / 6.032 eV

***

3.
ORCA calculation (the ωB97M-V functional and the def2-TZVPD basis) on a molecular structure, C47H43MgNP2Te.

ORCA input file:
```
! wB97M-V def2-TZVPD RIJCOSX def2/J DEFGRID3
* xyz 0 1
Mg -1.27357 0.94587 0.16123
C -3.70107 -4.37652 -0.00232
C -2.66289 -4.19572 -1.06198
C -2.27183 -5.30144 -1.81093
C -1.33553 -5.19898 -2.82245
C -0.76812 -3.96981 -3.11342
C -1.13467 -2.86675 -2.36732
C -2.07106 -2.96096 -1.34285
P -2.37897 -1.41162 -0.42739
C -2.55637 -1.87776 1.33401
C -3.73284 -1.56460 2.00890
C -3.87406 -1.83592 3.35627
C -2.82963 -2.43126 4.04649
C -1.66097 -2.74228 3.38077
C -1.50052 -2.46811 2.02859
C -0.19615 -2.83254 1.39778
C -3.97549 -0.79217 -0.99275
C -4.80397 -1.54837 -1.81894
C -5.91191 -0.97748 -2.41211
C -6.18491 0.36777 -2.18562
C -5.37529 1.11785 -1.36061
C -4.25558 0.56922 -0.72469
C -3.38858 1.37492 0.13513
H -4.34897 -5.21110 -0.26194
H -4.31852 -3.48746 0.12508
H -3.24287 -4.58994 0.96392
H -2.72464 -6.25979 -1.59922
H -1.05669 -6.07615 -3.38536
H -0.04475 -3.87222 -3.90732
H -0.68252 -1.90141 -2.57348
H -4.55473 -1.12109 1.46506
H -4.79521 -1.58895 3.86072
H -2.92340 -2.64605 5.09910
H -0.83796 -3.18988 3.91992
H -0.07865 -3.91929 1.36851
H 0.62807 -2.42344 1.98274
H -0.10085 -2.47522 0.36971
H -4.56380 -2.58402 -2.02584
H -6.54589 -1.56604 -3.05775
H -7.04149 0.83061 -2.65540
H -5.60596 2.16079 -1.18051
H -3.54450 1.12635 1.18549
H -3.61795 2.43968 0.02725
N -0.08945 1.54272 1.57923
P 1.39987 1.24596 1.77090
C 1.79191 -0.10575 2.93277
C 2.77440 -1.06445 2.71478
C 2.99130 -2.07019 3.64275
C 2.23083 -2.11941 4.79785
C 1.24993 -1.16263 5.02129
C 1.02925 -0.16674 4.09177
C 2.35403 2.65183 2.42463
C 1.77071 3.90654 2.32502
C 2.44738 5.02743 2.77397
C 3.70907 4.89651 3.33125
C 4.28912 3.64233 3.44842
C 3.61157 2.52464 3.00001
C 2.33772 0.74783 0.26111
C 3.48967 1.37339 -0.20293
C 4.05093 1.01835 -1.42170
C 3.47982 0.01920 -2.18862
C 2.34760 -0.63788 -1.72404
C 1.78730 -0.27255 -0.51222
H 3.37573 -1.03401 1.81472
H 3.75331 -2.81486 3.45970
H 2.40018 -2.90126 5.52412
H 0.65014 -1.20169 5.91840
H 0.24173 0.56235 4.24422
H 0.77314 3.97623 1.90839
H 1.98564 6.00177 2.69718
H 4.23663 5.76929 3.68671
H 5.26692 3.53634 3.89598
H 4.06263 1.54542 3.10730
H 3.94416 2.16625 0.37443
H 4.92996 1.53500 -1.77553
H 3.91658 -0.25195 -3.13836
H 1.90316 -1.43864 -2.30159
H 0.90423 -0.80692 -0.15769
C 0.34455 2.08428 -3.76463
Te -0.48917 2.92187 -1.97612
C 1.48019 3.68168 -1.66054
C 2.17119 3.59929 -2.98772
C 3.37438 4.26120 -3.19990
C 4.02626 4.16446 -4.41514
C 3.47661 3.39997 -5.43336
C 2.28137 2.73738 -5.22614
C 1.62250 2.83160 -4.00682
H -0.36093 2.18957 -4.58466
H 0.54781 1.02560 -3.60205
H 1.98333 3.07428 -0.91707
H 1.40929 4.70341 -1.29378
H 3.79655 4.85939 -2.40434
H 4.95824 4.68911 -4.57150
H 3.97718 3.32526 -6.38825
H 1.84885 2.14246 -6.01870
*
```

## Properties
- Relative energy (zero: lowest compared OMol25 entry of this formula, charge and spin): 19.1 kJ/mol
- LUMO energy: 0.34 eV
- E_HOMO: -7.21 eV
- Kohn-Sham gap: 7.551 eV

***

4.
ORCA calculation (the ωB97M-V functional and the def2-TZVPD basis) on a molecular structure, C6H4F6N2NaOS2Sb.

ORCA input file:
```
! wB97M-V def2-TZVPD RIJCOSX def2/J DEFGRID3
* xyz -1 2
Na -1.70445 -0.30800 -1.34002
O 0.00625 -1.88652 -0.85690
N 0.76893 -1.51081 0.07678
C 2.05730 -1.17954 -0.23881
C 2.94468 -0.79270 0.71748
C 2.54286 -0.72269 2.06318
C 1.25354 -1.02640 2.38244
C 0.30706 -1.39539 1.39238
S -1.31998 -1.58980 1.71788
H 2.27192 -1.24264 -1.29312
H 3.95043 -0.52804 0.42463
H 3.24356 -0.41161 2.82520
H 0.88552 -0.96046 3.39515
S -6.18186 -2.62991 -1.75785
C -4.74607 -1.85168 -1.82525
N -3.71776 -1.29568 -1.87877
F -0.03976 0.99706 -0.29325
Sb -0.35638 2.81874 -0.82537
F -2.03797 2.67737 0.01626
F -1.11465 1.98150 -2.36534
F -0.76421 4.54967 -1.43146
F 1.32232 2.88813 -1.68123
F 0.42872 3.41941 0.77599
*
```

## Properties
- Relative energy (zero: lowest compared OMol25 entry of this formula, charge and spin): 0.0 kJ/mol
- LUMO energy (spin up / spin down): 1.92 / -0.61 eV
- E_HOMO (spin up / spin down): -4.52 / -4.52 eV
- Kohn-Sham gap (spin up / spin down): 6.437 / 3.905 eV

***

5.
ORCA calculation (the ωB97M-V functional and the def2-TZVPD basis) on 20 unconnected molecules or ions with the total composition H41O20 in a non-equilibrium geometry.

ORCA input file:
```
! wB97M-V def2-TZVPD RIJCOSX def2/J DEFGRID3
* xyz 0 2
O -0.63627 4.28400 -2.68810
H 0.03239 4.60922 -2.07909
O -2.50670 1.53833 0.02162
H -2.06027 0.70781 -0.14846
H -3.45599 1.41352 0.55245
O -1.90987 -2.83299 4.06776
H -1.24184 -2.95765 3.35197
H -1.65184 -3.34918 4.83233
O -3.52659 -2.08819 1.08326
H -2.97371 -2.20672 1.86036
H -3.96897 -2.96382 0.98551
O 0.72939 -0.55770 3.80654
H 0.62935 1.57894 -4.40303
H 1.33449 -0.26876 4.48626
O 0.72725 2.47854 -4.69997
H -0.95803 -1.55573 -3.99961
H 1.59435 2.74479 -4.99307
O -1.29281 -0.61850 -3.79644
H -1.64454 -0.26523 -4.62590
H -2.45239 2.31005 -1.14512
O 1.62919 -2.52497 0.77426
H 2.47799 -2.00923 0.70389
H 0.92528 -2.03326 0.33608
O -0.55722 -2.01921 -0.99654
H -0.68876 -2.87139 -1.41409
H -0.04237 -0.97415 4.21838
O -3.36355 -4.60467 1.26990
H -3.43648 -4.70761 2.22502
H -2.40510 -4.45974 1.14409
O 0.73190 -4.23624 2.82393
H 0.88749 -3.89585 1.89601
H 1.04357 -5.15368 2.80110
O 3.34193 1.38008 2.99956
H 3.58504 0.82837 3.74234
H 3.09106 2.26126 3.27533
O 2.19508 4.50537 -0.45571
H 2.73666 3.85228 0.05558
H 2.92605 4.96716 -0.87214
O 3.21865 -0.09928 0.49375
H 3.34327 -0.61589 1.29628
H 2.42577 0.41901 0.66306
O -1.27240 -0.18448 1.71657
H -1.71354 -0.77796 1.10936
H -0.43163 -0.57052 2.01692
O 4.45276 -0.34145 -2.34028
H 4.06664 0.25315 -1.69332
H 4.11471 -0.11178 -3.20567
O 1.35758 -0.49190 -3.44617
H 0.54471 -0.84673 -3.90585
H 1.59219 -1.29184 -2.94545
O -2.76182 2.98391 -1.93634
H -1.81545 3.27978 -2.24330
H -3.23457 3.75990 -1.53483
O 3.83271 2.57275 -0.10325
H 4.50715 2.11096 -0.60217
H 3.85679 2.21039 0.84136
O -4.57602 1.10783 1.38663
H -5.43757 0.76178 1.09634
H -4.04629 0.30729 1.60943
H -0.46415 4.67214 -3.56419
H -0.61764 -1.26991 -1.60634
*
```

## Properties
- Relative energy (zero: lowest compared OMol25 entry of this formula, charge and spin): 126.7 kJ/mol
- LUMO energy (spin up / spin down): -0.06 / -0.14 eV
- E_HOMO (spin up / spin down): -2.37 / -10.39 eV
- Kohn-Sham gap (spin up / spin down): 2.318 / 10.248 eV

***

6.
ORCA calculation (the ωB97M-V functional and the def2-TZVPD basis) on a single C3H4S2 molecule in a non-equilibrium geometry.

ORCA input file:
```
! wB97M-V def2-TZVPD RIJCOSX def2/J DEFGRID3
* xyz 0 1
C -1.14110 -0.00663 0.94194
C 0.99169 0.39277 -0.99671
C 0.04689 -0.30254 -0.06874
S -1.26997 -1.42886 -0.22726
S 1.75770 -0.58113 0.39167
H -0.69439 -0.36435 1.87441
H 0.92535 0.14801 -2.10385
H 1.41874 1.43609 -0.86019
H -2.03490 0.70664 1.04873
*
```

## Properties
- Relative energy (zero: lowest compared OMol25 entry of this formula, charge and spin): 181.5 kJ/mol
- LUMO energy: 0.76 eV
- E_HOMO: -8.89 eV
- SMILES: C1SC12CS2
- Kohn-Sham gap: 9.646 eV